No. 1
{"formula": "C6H14NO", "method": "the ωB97M-V functional and the def2-TZVPD basis", "s2": 0.752, "e_homo_ev": [-18.698, -18.719], "de_lowest_kcal_mol": 0.80, "lumo_energy_ev": [-8.53, -12.26], "energy_ha": -366.269999, "charge": 2, "spin_multiplicity": 2, "symbols": ["C", "O", "C", "C", "C", "C", "C", "N", "H", "H", "H", "H", "H", "H", "H", "H", "H", "H", "H", "H", "H", "H"], "positions_angstrom": [[0.90, -1.37, 0.80], [0.68, -2.30, 1.85], [-0.02, -0.16, 1.11], [0.15, 1.08, 0.13], [-0.67, 0.85, -1.09], [-0.28, 0.99, -2.41], [-1.31, 0.87, -3.48], [0.41, 0.29, 2.51], [0.68, -1.72, -0.21], [1.96, -1.10, 0.95], [0.14, -3.03, 1.58], [-1.09, -0.35, 1.16], [-0.11, 2.00, 0.65], [1.21, 1.14, -0.15], [-1.74, 0.87, -0.87], [0.78, 1.02, -2.63], [-2.05, 1.68, -3.54], [-0.80, 0.79, -4.44], [-1.81, -0.07, -3.24], [0.04, 1.17, 2.86], [1.42, 0.39, 2.49], [0.23, -0.50, 3.14]]}

=====

No. 2
{"formula": "C6H14NO2S", "method": "the ωB97M-V functional and the def2-TZVPD basis", "e_homo_ev": -14.406, "de_lowest_kcal_mol": 91.78, "lumo_energy_ev": -5.34, "energy_ha": -840.029959, "charge": 1, "symbols": ["C", "C", "C", "C", "C", "C", "N", "O", "O", "S", "H", "H", "H", "H", "H", "H", "H", "H", "H", "H", "H", "H", "H", "H"], "positions_angstrom": [[3.18, -0.58, -0.03], [1.98, -1.42, 0.25], [1.85, -0.29, -0.74], [-1.53, -0.81, 0.93], [-1.94, 1.57, 0.55], [-1.73, -0.10, -1.27], [-1.32, 0.29, 0.05], [1.03, 1.20, 1.38], [0.86, 2.19, -0.87], [0.96, 1.06, -0.06], [3.55, 0.07, 0.61], [3.99, -0.99, -0.61], [2.15, -2.50, -0.14], [1.55, -1.18, 1.23], [1.67, -0.43, -1.75], [-0.98, -1.63, 0.60], [-1.02, -0.61, 2.01], [-2.53, -0.92, 1.16], [-1.45, 2.31, -0.09], [-2.94, 1.74, 0.12], [-1.71, 1.76, 1.57], [-2.14, 0.66, -1.93], [-1.01, -0.60, -1.95], [-2.47, -0.78, -1.02]]}

=====

No. 3
{"formula": "C6H14NO4S2", "method": "the ωB97M-V functional and the def2-TZVPD basis", "e_homo_ev": -4.497, "de_lowest_kcal_mol": 72.52, "lumo_energy_ev": 3.20, "energy_ha": -1389.046083, "charge": -1, "symbols": ["C", "C", "C", "C", "C", "C", "N", "O", "O", "O", "O", "S", "S", "H", "H", "H", "H", "H", "H", "H", "H", "H", "H", "H", "H", "H", "H"], "positions_angstrom": [[-0.66, -0.50, 1.32], [0.05, 0.78, 3.39], [0.81, 0.62, -4.03], [-1.05, 0.26, 2.54], [0.67, 1.21, -2.54], [-0.24, 0.26, -1.55], [-0.18, -2.97, 2.30], [1.62, 0.69, 0.26], [-0.47, 2.06, 0.40], [1.66, -1.51, 2.69], [1.27, -2.02, 0.35], [0.16, 0.72, 0.25], [0.70, -1.68, 1.65], [0.73, 1.46, 2.74], [-0.32, 1.39, 4.32], [0.62, -0.03, 3.81], [1.18, -0.44, -3.99], [-0.19, 0.65, -4.41], [1.51, 1.13, -4.69], [-1.79, -0.38, 3.03], [-1.85, 1.07, 2.18], [0.10, 2.20, -2.68], [1.56, 1.14, -1.95], [-1.24, 0.18, -1.73], [0.22, -0.77, -1.63], [-1.06, -3.17, 1.85], [0.21, -3.69, 2.76]]}

=====

No. 4
{"formula": "C6H14NP", "method": "the ωB97M-V functional and the def2-TZVPD basis", "e_homo_ev": -7.781, "de_lowest_kcal_mol": 35.10, "lumo_energy_ev": 0.81, "energy_ha": -632.990454, "smiles": "C=C(C)[P@](=C)(C)NC", "charge": 0, "symbols": ["C", "C", "C", "P", "C", "C", "N", "C", "H", "H", "H", "H", "H", "H", "H", "H", "H", "H", "H", "H", "H", "H"], "positions_angstrom": [[2.18, -0.65, -0.69], [0.86, -0.73, -0.54], [0.11, -1.99, -0.97], [-0.18, 0.76, -0.35], [-0.27, 1.43, -1.89], [0.74, 1.82, 0.82], [-1.49, 0.19, 0.57], [-1.52, -0.39, 1.88], [2.61, 0.28, -0.69], [2.76, -1.51, -0.92], [-0.48, -2.47, -0.20], [-0.62, -1.61, -1.79], [0.83, -2.68, -1.42], [-0.69, 2.35, -1.83], [-0.98, 0.70, -2.36], [1.53, 1.28, 1.54], [1.55, 2.42, 0.32], [-0.03, 2.31, 1.44], [-2.32, -0.16, -0.06], [-1.07, -1.42, 2.03], [-1.00, 0.33, 2.67], [-2.51, -0.26, 2.45]]}

=====

No. 5
{"formula": "C6H14NP", "method": "the ωB97M-V functional and the def2-TZVPD basis", "e_homo_ev": [-8.308, -8.307], "de_lowest_kcal_mol": 39.21, "lumo_energy_ev": [0.38, 0.38], "energy_ha": -632.983910, "smiles": "CP/C(C)=N\\C(C)C", "charge": 0, "symbols": ["C", "P", "C", "C", "N", "C", "C", "C", "H", "H", "H", "H", "H", "H", "H", "H", "H", "H", "H", "H", "H", "H"], "positions_angstrom": [[-3.06, 0.82, 0.56], [-1.58, 0.92, -0.49], [-0.87, -0.69, -0.12], [-1.62, -1.92, -0.17], [0.69, -0.96, -0.01], [1.53, 0.24, 0.02], [2.76, 0.01, 0.85], [1.89, 0.71, -1.41], [-3.92, 0.27, 0.14], [-3.30, 1.78, 0.94], [-2.75, 0.19, 1.47], [-0.69, 1.74, 0.34], [-2.08, -2.06, -1.14], [-2.37, -1.69, 0.58], [-0.88, -2.71, -0.04], [0.93, 1.05, 0.58], [3.64, -0.28, 0.31], [2.94, 0.84, 1.60], [2.68, -0.89, 1.42], [2.61, 1.52, -1.26], [1.03, 1.05, -2.10], [2.42, 0.05, -2.07]]}

=====

No. 6
{"formula": "C6H14NSi", "method": "the ωB97M-V functional and the def2-TZVPD basis", "e_homo_ev": -13.742, "de_lowest_kcal_mol": 52.58, "lumo_energy_ev": -3.32, "energy_ha": -580.932803, "smiles": "C[Si]1(C)C[C@@H]2[NH2+][C@@H]2C1", "charge": 1, "symbols": ["C", "Si", "C", "C", "C", "N", "C", "C", "H", "H", "H", "H", "H", "H", "H", "H", "H", "H", "H", "H", "H", "H"], "positions_angstrom": [[1.53, -1.84, -0.46], [0.58, -0.46, 0.52], [1.22, -0.26, 2.27], [-1.29, -0.88, 0.33], [-1.79, 0.81, -0.34], [-1.52, 0.84, -1.76], [-0.67, 1.61, -0.82], [0.70, 1.27, -0.52], [2.46, -1.51, -0.88], [1.82, -2.39, 0.35], [0.98, -2.48, -1.20], [2.31, -0.08, 2.43], [0.80, 0.65, 2.76], [1.16, -1.14, 2.91], [-1.84, -1.02, 1.16], [-1.71, -1.47, -0.37], [-2.78, 1.07, 0.07], [-1.35, -0.09, -2.14], [-2.30, 1.41, -2.31], [-0.84, 2.68, -0.92], [1.44, 1.23, -1.30], [1.09, 2.05, 0.22]]}

=====

No. 7
{"formula": "C6H14O", "method": "the ωB97M-V functional and the def2-TZVPD basis", "e_homo_ev": -9.204, "de_lowest_kcal_mol": 28.81, "lumo_energy_ev": 0.84, "energy_ha": -312.209128, "smiles": "C/C=C/CCC.O", "charge": 0, "symbols": ["C", "C", "C", "C", "C", "C", "H", "H", "H", "H", "H", "H", "H", "H", "H", "H", "H", "H", "O", "H", "H"], "positions_angstrom": [[1.44, -0.40, -1.74], [0.13, -0.77, -1.09], [0.07, -1.12, 0.19], [-1.22, -1.55, 0.87], [-2.37, -0.49, 0.83], [-1.92, 0.90, 1.18], [1.91, -1.28, -2.18], [2.08, -0.03, -0.95], [1.23, 0.35, -2.51], [-0.76, -0.68, -1.69], [0.98, -1.20, 0.77], [-1.51, -2.46, 0.37], [-1.03, -1.85, 1.91], [-2.82, -0.60, -0.15], [-3.08, -0.89, 1.56], [-2.08, 1.11, 2.24], [-2.44, 1.69, 0.65], [-0.85, 1.11, 1.08], [3.37, 2.49, -0.22], [2.72, 2.96, 0.30], [2.94, 2.15, -1.01]]}

=====

No. 8
{"formula": "C6H14O", "method": "the ωB97M-V functional and the def2-TZVPD basis", "e_homo_ev": -10.255, "de_lowest_kcal_mol": 12.64, "lumo_energy_ev": 1.07, "energy_ha": -312.234894, "smiles": "CCCCCCO", "charge": 0, "symbols": ["C", "C", "C", "C", "C", "C", "O", "H", "H", "H", "H", "H", "H", "H", "H", "H", "H", "H", "H", "H", "H"], "positions_angstrom": [[-1.52, -2.14, 0.66], [-1.95, -0.72, 0.98], [-1.28, 0.34, 0.11], [0.26, 0.32, 0.20], [0.91, 1.30, -0.79], [2.28, 0.89, -1.25], [3.29, 1.21, -0.28], [-1.37, -2.26, -0.41], [-0.56, -2.41, 1.11], [-2.26, -2.86, 1.02], [-1.76, -0.48, 2.04], [-3.03, -0.63, 0.88], [-1.55, 0.15, -0.93], [-1.62, 1.34, 0.39], [0.51, 0.55, 1.23], [0.61, -0.69, -0.01], [0.24, 1.48, -1.64], [1.01, 2.29, -0.31], [2.56, 1.43, -2.15], [2.34, -0.19, -1.43], [2.90, 1.08, 0.59]]}

=====

No. 9
{"formula": "C6H14O", "method": "the ωB97M-V functional and the def2-TZVPD basis", "e_homo_ev": -10.033, "de_lowest_kcal_mol": 48.65, "lumo_energy_ev": 0.97, "energy_ha": -312.177511, "smiles": "CC(C)CCCO", "charge": 0, "symbols": ["C", "C", "C", "C", "C", "C", "O", "H", "H", "H", "H", "H", "H", "H", "H", "H", "H", "H", "H", "H", "H"], "positions_angstrom": [[1.99, 1.21, 0.73], [0.81, 0.23, 0.51], [1.27, -1.15, 0.46], [-0.04, 0.46, -0.80], [-1.31, -0.40, -1.19], [-2.10, -0.60, 0.13], [-2.42, 0.50, 0.82], [2.44, 1.21, 1.75], [2.89, 1.12, 0.03], [1.81, 2.28, 0.48], [0.17, 0.42, 1.28], [0.31, -1.76, 0.46], [1.71, -1.20, -0.54], [2.01, -1.52, 1.14], [-0.46, 1.46, -0.68], [0.49, 0.48, -1.77], [-0.90, -1.40, -1.63], [-2.05, -0.09, -1.89], [-1.46, -1.31, 0.69], [-2.98, -1.16, -0.12], [-2.19, 1.21, 0.15]]}

=====

No. 10
{"formula": "C6H14O", "method": "the ωB97M-V functional and the def2-TZVPD basis", "e_homo_ev": -9.240, "de_lowest_kcal_mol": 30.38, "lumo_energy_ev": 0.60, "energy_ha": -312.206628, "smiles": "C=C(C)CCC.O", "charge": 0, "symbols": ["C", "C", "C", "C", "C", "C", "H", "H", "H", "H", "H", "H", "H", "H", "H", "H", "H", "H", "O", "H", "H"], "positions_angstrom": [[1.75, 0.78, 0.63], [0.60, 0.61, -0.02], [-0.67, 0.26, 0.67], [0.55, 1.10, -1.46], [-0.41, 0.43, -2.43], [-0.09, -1.03, -2.68], [1.95, 0.54, 1.65], [2.70, 0.86, 0.11], [-0.81, -0.78, 0.89], [-0.88, 0.82, 1.59], [-1.55, 0.56, 0.09], [1.57, 1.17, -1.83], [0.38, 2.18, -1.43], [-0.35, 0.96, -3.38], [-1.41, 0.56, -2.03], [-0.80, -1.48, -3.38], [-0.04, -1.69, -1.81], [0.88, -1.12, -3.16], [-1.33, -1.86, 6.20], [-0.39, -1.62, 6.25], [-1.64, -1.24, 5.53]]}

=====

no.,molecular weight (g mol⁻¹)
1,116.2
2,164.2
3,228.3
4,131.2
5,131.2
6,128.3
7,102.2
8,102.2
9,102.2
10,102.2